Computed, not measured: one molecule with the formula C5H10O, with the ωB97M-V functional and the def2-TZVPD basis.

## Properties
charge	0
ΔE to the lowest compared entry with this formula, charge and spin	17.7	kcal per mole
structure (SMILES)	CC1(O)CCC1
gap between HOMO and LUMO	10.9	eV
HOMO energy	-0.36384	Eh

Each line ends with the Mulliken charge.
Atoms and positions in Å:
O 0.91049 -1.57038 0.67503  -0.591
C -0.79252 -0.48491 -0.82139  -1.005
C 1.55563 0.49262 -0.40753  -1.649
C -1.59020 0.48319 0.08280  -0.383
C -0.48356 0.37102 1.15687  -1.070
C 0.41945 -0.35653 0.14024  1.518
H -1.68458 1.48740 -0.34001  0.231
H -0.75008 -0.29359 1.98282  0.287
H 1.40810 -2.01800 -0.02260  0.333
H -2.58459 0.14454 0.38572  0.286
H 1.19045 1.45828 -0.77530  0.371
H -0.08918 1.30888 1.56353  0.301
H 2.29985 0.67240 0.37563  0.360
H -1.19129 -1.50319 -0.81250  0.290
H 2.04969 -0.01617 -1.24641  0.432
H -0.62743 -0.17101 -1.85851  0.290